# 1
{"formula": "C21H46NO2P3Sm", "method": "ωB97M-V/def2-TZVPD", "charge": 3, "spin_multiplicity": 6, "homo_ev": [-16.20, -16.06], "de_lowest_kcal_mol": 63.8, "species": ["Sm", "P", "P", "P", "H", "C", "C", "H", "C", "C", "C", "C", "C", "C", "C", "C", "C", "H", "H", "H", "H", "H", "H", "H", "H", "H", "H", "H", "H", "H", "H", "H", "H", "H", "H", "H", "H", "H", "H", "H", "H", "H", "H", "H", "H", "H", "C", "C", "C", "C", "C", "C", "O", "H", "H", "H", "H", "H", "H", "C", "N", "C", "C", "C", "O", "H", "H", "H", "H", "H", "H", "H", "H", "H"], "coordinates": [[0.4844, -0.0481, 0.1360], [2.9425, 1.1115, -0.6995], [1.6041, 0.5166, 2.8788], [-0.3692, 2.7427, 0.7591], [-6.8963, -1.9989, -4.1538], [-6.7395, -0.9947, -4.5647], [-5.9387, -0.7515, -5.6112], [-5.4354, -1.5594, -6.1530], [3.7930, -0.3150, -1.4850], [4.3126, 1.9527, 0.1379], [2.6015, 2.2091, -2.1246], [0.4082, 0.2595, 4.2411], [2.8492, -0.7712, 3.2987], [2.5064, 2.0066, 3.4698], [-1.3195, 3.2958, -0.7059], [0.6851, 4.2066, 1.1057], [-1.6267, 2.9105, 2.0724], [-7.3390, -0.1868, -4.1176], [-5.8529, 0.2600, -6.0293], [3.0814, -0.9283, -2.0583], [4.2356, -0.9560, -0.7081], [4.5809, 0.0527, -2.1557], [4.6760, 1.3380, 0.9701], [3.9703, 2.9083, 0.5514], [5.1373, 2.1358, -0.5616], [1.8670, 1.7401, -2.7949], [3.5268, 2.4094, -2.6798], [2.1719, 3.1542, -1.7634], [0.9269, 0.2514, 5.2096], [-0.1031, -0.6995, 4.1009], [-0.3435, 1.0542, 4.2386], [3.2147, -0.6235, 4.3277], [3.6994, -0.7084, 2.6056], [2.4033, -1.7713, 3.2147], [2.1371, 2.2980, 4.4667], [2.3732, 2.8561, 2.7833], [3.5837, 1.7841, 3.5388], [-1.5188, 4.3698, -0.6109], [-2.2636, 2.7413, -0.7671], [-0.7570, 3.1056, -1.6290], [0.1909, 5.1075, 0.7077], [1.6677, 4.0907, 0.6194], [0.8346, 4.3189, 2.1908], [-2.2636, 3.7838, 1.8915], [-1.1458, 3.0073, 3.0508], [-2.2413, 2.0073, 2.0721], [-2.1446, -0.0789, -1.8832], [-3.1522, -0.5907, -1.0167], [-4.4880, -0.4366, -1.3480], [-4.8076, 0.1108, -2.5944], [-3.8257, 0.3933, -3.5491], [-2.4875, 0.3045, -3.2019], [-0.9198, 0.1395, -1.4483], [-1.2157, -0.1184, 1.1254], [-2.8571, -0.9963, -0.0480], [-5.2777, -0.7495, -0.6543], [-5.8565, 0.2413, -2.8487], [-4.1045, 0.6364, -4.5777], [-1.6840, 0.5799, -3.8810], [1.3036, -5.6431, 1.1048], [1.6040, -4.3177, 0.5806], [2.7827, -4.1675, -0.2775], [0.8469, -3.2594, 0.8434], [-0.3130, -3.3011, 1.7923], [1.1683, -2.1535, 0.2623], [2.0313, -6.3372, 0.6779], [0.2899, -5.9556, 0.8187], [1.3833, -5.6639, 2.2015], [2.5173, -3.7691, -1.2639], [3.5313, -3.5105, 0.1866], [3.2117, -5.1665, -0.3929], [-0.5671, -4.3157, 2.1250], [-0.0836, -2.6945, 2.6886], [-1.1977, -2.8536, 1.3127]], "forces_ev_per_angstrom": [[1.858, -0.319, 1.447], [0.915, 0.328, -0.502], [0.395, -0.187, 0.838], [-0.480, 0.508, 0.257], [0.101, 0.363, -0.261], [-1.078, -0.206, 1.464], [0.744, 0.244, -1.404], [-0.094, 0.299, 0.285], [-0.096, -0.118, 0.035], [0.067, 0.140, 0.350], [-0.179, 0.028, -0.010], [-0.143, -0.102, -0.069], [0.030, -0.133, -0.084], [0.088, 0.450, -0.232], [0.095, 0.009, -0.216], [0.355, -0.007, -0.234], [-0.141, -0.199, -0.011], [0.182, -0.446, -0.340], [-0.036, -0.447, 0.147], [0.229, 0.169, 0.063], [-0.082, 0.221, -0.234], [-0.160, -0.182, 0.139], [-0.021, 0.116, -0.175], [0.104, -0.141, -0.090], [-0.172, -0.035, 0.131], [0.224, 0.116, 0.075], [-0.251, 0.006, 0.072], [0.181, -0.186, -0.133], [-0.110, 0.017, -0.256], [0.004, 0.193, 0.084], [0.070, -0.147, 0.031], [-0.130, -0.080, -0.350], [-0.165, -0.054, 0.188], [0.155, 0.183, 0.046], [0.191, -0.125, -0.370], [0.104, -0.275, 0.315], [-0.415, 0.118, -0.014], [-0.136, -0.241, -0.149], [0.109, 0.155, 0.073], [-0.093, 0.173, 0.156], [0.231, -0.259, 0.237], [-0.317, 0.205, 0.195], [-0.062, -0.032, -0.433], [0.176, -0.071, 0.093], [-0.092, -0.001, -0.151], [-0.008, 0.136, 0.086], [3.228, 0.938, 0.882], [-1.824, -0.221, 1.198], [1.073, -0.534, 1.043], [-1.157, -0.380, -0.119], [1.768, 0.042, -0.928], [-0.895, 0.404, -1.308], [-4.282, -0.566, -2.778], [-0.767, 0.100, 0.556], [0.036, 0.064, -0.256], [0.397, 0.167, -0.330], [0.287, 0.345, 0.173], [0.118, 0.292, 0.530], [-0.214, -0.036, 0.062], [-0.238, -0.580, 0.445], [-0.744, 1.033, 0.232], [0.315, -0.131, -0.182], [1.225, -0.368, -0.675], [-0.255, -0.229, 0.173], [-0.487, -0.732, 0.619], [-0.320, 0.050, 0.227], [0.365, 0.020, 0.021], [0.066, -0.049, -0.359], [-0.007, -0.098, 0.281], [-0.287, -0.158, -0.084], [0.024, 0.382, -0.104], [0.103, 0.398, -0.122], [-0.004, -0.225, -0.433], [0.329, -0.114, 0.151]]}

=====

# 2
{"formula": "C45H63FHfN3O4P2", "method": "ωB97M-V/def2-TZVPD", "charge": 3, "spin_multiplicity": 1, "homo_ev": -14.46, "de_lowest_kcal_mol": 41.8, "species": ["Hf", "C", "C", "C", "C", "C", "C", "C", "C", "C", "C", "C", "C", "C", "C", "C", "C", "C", "H", "H", "H", "H", "H", "H", "H", "H", "H", "H", "H", "H", "H", "H", "H", "H", "H", "H", "H", "H", "H", "H", "H", "H", "H", "H", "H", "H", "H", "C", "P", "C", "C", "C", "C", "C", "C", "C", "P", "C", "C", "H", "H", "H", "H", "H", "H", "H", "H", "H", "H", "H", "H", "H", "H", "H", "H", "F", "C", "C", "C", "C", "O", "C", "C", "N", "C", "C", "C", "C", "C", "C", "N", "C", "C", "N", "C", "C", "C", "O", "O", "H", "H", "H", "H", "H", "H", "H", "H", "H", "H", "H", "H", "H", "H", "H", "H", "H", "H", "O", "C"], "coordinates": [[0.7807, -1.0767, -1.2902], [-1.5461, -3.2319, -1.2813], [-0.6387, -3.5594, -0.1559], [0.6574, -3.6752, -0.6796], [0.5457, -3.5019, -2.1418], [-0.7725, -3.3584, -2.5170], [-1.3712, -3.3812, -3.8937], [-2.5000, -2.3519, -4.0182], [-0.3178, -3.1091, -4.9627], [-1.9445, -4.8009, -4.0777], [1.9614, -4.2685, -0.1109], [3.1300, -3.9581, -1.0575], [1.8040, -5.7986, -0.0919], [2.3630, -3.7608, 1.2764], [-1.2262, -3.6266, 1.2579], [-0.9095, -4.9592, 1.9533], [-0.7446, -2.4276, 2.0936], [-2.7617, -3.5349, 1.2078], [-2.5838, -3.5329, -1.2528], [1.3525, -3.6688, -2.8405], [-2.1211, -1.3316, -3.9212], [-3.2789, -2.4997, -3.2693], [-2.9628, -2.4450, -5.0006], [0.0883, -2.1025, -4.8443], [-0.7714, -3.1674, -5.9520], [0.4972, -3.8359, -4.9350], [-2.7173, -5.0197, -3.3398], [-1.1631, -5.5583, -3.9983], [-2.3944, -4.8775, -5.0681], [3.0431, -4.4798, -2.0104], [4.0652, -4.2829, -0.6010], [3.2156, -2.8864, -1.2600], [1.5584, -6.1700, -1.0885], [1.0254, -6.1256, 0.5912], [2.7442, -6.2599, 0.2156], [2.4418, -2.6698, 1.2953], [3.3395, -4.1712, 1.5383], [1.6750, -4.0569, 2.0597], [0.1395, -5.1008, 2.1874], [-1.2405, -5.8001, 1.3418], [-1.4605, -5.0010, 2.8936], [0.3376, -2.3949, 2.2023], [-1.1804, -2.4840, 3.0930], [-1.0827, -1.4944, 1.6345], [-3.1985, -4.3897, 0.6895], [-3.1176, -2.6176, 0.7394], [-3.1388, -3.5547, 2.2304], [4.7296, -1.1413, 0.3147], [3.1718, -0.2465, 0.0069], [2.9021, 0.5854, 1.6017], [3.6481, 1.0555, -1.1755], [4.1599, 2.2668, -0.7149], [4.5745, 3.2449, -1.6059], [4.4812, 3.0181, -2.9701], [3.9736, 1.8160, -3.4403], [3.5541, 0.8219, -2.5598], [2.8850, -0.7587, -3.1958], [2.2946, -0.3923, -4.8732], [4.3412, -1.7990, -3.5388], [5.4851, -0.4219, 0.6326], [5.0835, -1.6438, -0.5820], [4.5890, -1.8847, 1.0985], [3.8357, 0.9849, 1.9965], [2.5154, -0.1485, 2.3108], [2.1735, 1.3863, 1.4949], [4.2478, 2.4546, 0.3473], [4.9759, 4.1782, -1.2346], [4.8051, 3.7744, -3.6723], [3.9069, 1.6655, -4.5087], [1.4659, 0.3130, -4.8467], [1.9624, -1.3245, -5.3281], [3.1024, 0.0006, -5.4892], [4.9967, -1.2842, -4.2419], [4.0124, -2.7370, -3.9891], [4.9063, -2.0284, -2.6387], [-1.3003, 1.5066, 4.6851], [-1.3785, 2.1400, 3.5036], [-0.8189, 1.5512, 2.4133], [-0.9687, 2.1334, 1.1440], [-0.4422, 1.4832, -0.0286], [0.2157, 0.3802, 0.1170], [-0.6816, 2.1057, -1.2639], [-1.3915, 3.2881, -1.2960], [-1.8708, 3.9002, -0.2190], [-2.6556, 5.1212, -0.3762], [-2.0786, 6.4221, 0.0998], [-2.2078, 6.1465, -1.3677], [-1.6977, 3.3275, 1.0365], [-2.2446, 3.9265, 2.1779], [-2.1004, 3.3557, 3.4298], [-2.6796, 3.9596, 4.5527], [-4.1030, 4.2551, 4.5509], [-4.3955, 5.5207, 5.3358], [-3.8557, 5.3636, 6.7324], [-2.3880, 5.0242, 6.7213], [-2.1567, 3.7683, 5.8968], [-0.2541, 1.5690, -2.5907], [-0.4248, 2.1658, -3.6148], [0.3326, 0.3740, -2.5346], [-0.3072, 0.6047, 2.5201], [-1.5870, 3.7543, -2.2524], [-3.7174, 4.9431, -0.2638], [-1.0793, 6.3963, 0.5139], [-2.7515, 7.1333, 0.5578], [-1.2924, 5.9689, -1.9152], [-2.9797, 6.6505, -1.9300], [-2.7702, 4.8645, 2.0813], [-4.6695, 3.4190, 4.9895], [-4.4689, 4.3834, 3.5355], [-5.4642, 5.7128, 5.4076], [-3.8949, 6.3860, 4.9049], [-4.3726, 4.6239, 7.2161], [-4.0121, 6.2202, 7.2676], [-2.0695, 4.8859, 7.7525], [-1.8740, 5.8822, 6.2919], [-2.6162, 2.9054, 6.3975], [-1.0854, 3.5931, 5.8710], [-2.4134, -0.9304, -0.9482], [-1.4286, -1.5811, -1.1419]], "forces_ev_per_angstrom": [[0.525, 0.545, -0.132], [-0.008, -0.026, 0.009], [-0.066, -0.021, -0.008], [-0.109, -0.107, 0.039], [-0.093, -0.035, 0.041], [0.005, 0.033, 0.043], [0.010, 0.012, -0.006], [-0.008, -0.003, 0.003], [-0.009, -0.008, 0.000], [-0.014, 0.004, -0.005], [0.013, 0.021, 0.001], [0.004, -0.007, 0.009], [0.009, -0.014, -0.004], [-0.033, -0.018, -0.005], [0.007, -0.026, -0.012], [-0.007, 0.009, -0.001], [-0.021, -0.002, 0.000], [-0.018, -0.014, -0.006], [-0.002, 0.011, -0.004], [0.002, 0.049, 0.009], [0.003, 0.002, 0.001], [0.002, 0.000, -0.006], [0.001, 0.002, 0.002], [0.000, -0.001, 0.001], [0.002, -0.002, 0.003], [-0.004, 0.006, 0.000], [0.005, -0.001, -0.004], [-0.004, 0.002, 0.001], [0.000, -0.002, 0.004], [0.006, 0.006, 0.010], [0.000, 0.001, 0.004], [0.012, 0.017, -0.002], [0.002, 0.002, 0.007], [0.002, -0.003, 0.001], [-0.005, 0.001, 0.000], [-0.006, 0.022, 0.005], [-0.004, 0.000, 0.000], [-0.031, 0.017, 0.010], [0.015, 0.003, 0.003], [0.002, 0.006, 0.007], [0.001, 0.001, -0.004], [0.059, -0.008, -0.015], [0.011, -0.011, -0.002], [0.008, -0.003, 0.006], [0.001, 0.002, -0.004], [0.004, 0.001, 0.005], [0.002, 0.003, -0.002], [-0.009, -0.030, -0.001], [0.015, -0.054, 0.010], [-0.018, 0.003, -0.003], [-0.006, -0.021, -0.005], [-0.005, 0.008, 0.000], [-0.004, -0.008, -0.014], [-0.001, 0.005, 0.018], [-0.002, 0.005, -0.006], [0.002, -0.002, 0.009], [-0.019, 0.004, 0.011], [0.004, -0.010, 0.000], [0.004, -0.016, 0.016], [-0.003, 0.007, -0.004], [-0.003, 0.002, 0.007], [0.005, 0.003, -0.002], [0.004, -0.005, 0.003], [0.006, -0.001, 0.000], [-0.003, -0.003, 0.002], [-0.001, 0.006, -0.004], [0.001, -0.002, 0.000], [0.000, -0.003, 0.004], [-0.001, 0.004, 0.003], [-0.001, 0.001, 0.002], [0.002, 0.003, -0.003], [0.008, 0.002, 0.004], [-0.002, 0.005, 0.001], [0.003, 0.002, 0.002], [-0.007, -0.001, -0.011], [0.026, 0.081, 0.026], [-0.088, -0.011, 0.032], [0.017, -0.002, -0.021], [-0.012, -0.047, 0.027], [-0.080, -0.063, -0.037], [0.090, -0.086, -0.084], [0.033, -0.061, 0.025], [-0.034, 0.041, 0.013], [0.002, -0.005, -0.020], [0.001, -0.012, 0.011], [0.007, -0.003, -0.004], [0.008, 0.004, -0.006], [-0.021, -0.006, -0.022], [-0.001, 0.043, 0.015], [0.004, -0.152, -0.020], [0.042, 0.210, 0.044], [-0.024, -0.094, 0.012], [0.008, -0.006, -0.004], [0.005, 0.007, 0.002], [0.014, -0.010, -0.012], [-0.059, -0.062, -0.033], [-0.074, -0.030, 0.031], [0.036, 0.016, -0.003], [-0.064, -0.098, -0.100], [0.001, 0.010, 0.002], [0.003, 0.002, 0.003], [-0.001, -0.004, 0.003], [-0.004, 0.003, 0.003], [0.003, -0.002, 0.001], [-0.006, 0.007, 0.002], [0.002, -0.001, -0.002], [0.003, 0.009, 0.017], [-0.012, -0.005, -0.016], [0.006, 0.025, -0.008], [-0.004, -0.003, 0.004], [0.006, 0.002, 0.002], [-0.002, 0.000, 0.002], [-0.001, 0.000, 0.002], [-0.004, 0.000, 0.005], [-0.006, 0.008, -0.003], [0.004, -0.002, 0.002], [0.041, -0.016, -0.028], [-0.003, 0.012, 0.015], [-0.103, -0.071, 0.077]]}

=====

# 3
{"formula": "C2H4O2S3", "method": "ωB97M-V/def2-TZVPD", "spin_multiplicity": 1, "homo_ev": -8.56, "de_lowest_kcal_mol": 58.2, "species": ["C", "C", "O", "O", "S", "S", "S", "H", "H", "H", "H"], "coordinates": [[0.6215, -0.9274, 1.1740], [0.1305, 0.6942, 0.0165], [1.5752, -1.5616, 0.8998], [-0.9564, -1.5804, -0.9513], [1.5327, 0.7963, -1.0638], [-0.3111, 2.2423, 0.9332], [-1.4742, -0.0424, -0.6065], [-0.3276, -1.1028, 1.7059], [-0.2985, -1.5821, -1.5618], [0.8382, 1.5302, -1.9214], [-1.3302, 1.5336, 1.3755]], "forces_ev_per_angstrom": [[-0.210, 2.195, -3.034], [-0.142, -2.300, 2.140], [-0.834, 0.475, 0.949], [-3.270, -0.040, 3.282], [-0.413, -0.198, 0.106], [0.621, -1.195, -0.878], [1.495, 0.549, -0.064], [0.329, -0.310, 0.561], [3.125, 0.231, -3.208], [0.102, 0.383, -0.580], [-0.805, 0.211, 0.725]]}

=====

# 4
{"formula": "C5H8FN2", "method": "ωB97M-V/def2-TZVPD", "charge": 1, "spin_multiplicity": 1, "homo_ev": -13.51, "smiles": "CN1CC=C[NH+]=C1F", "de_lowest_kcal_mol": 51.2, "species": ["C", "C", "C", "C", "C", "N", "N", "F", "H", "H", "H", "H", "H", "H", "H", "H"], "coordinates": [[-0.7936, 1.5881, 0.0019], [0.4516, 2.0091, 0.0519], [1.3607, -0.1802, 0.0171], [-1.2242, 0.2033, -0.1343], [-0.3717, -2.1257, -0.0007], [-0.1588, -0.7548, 0.0193], [1.5575, 1.1059, 0.0107], [2.3655, -1.0269, 0.2312], [-1.4379, 2.4072, 0.1083], [0.7811, 3.0011, 0.2216], [-2.0122, -0.2626, 0.5594], [-1.6182, -0.0909, -1.1868], [0.5140, -2.6424, 0.1261], [-1.1273, -2.2592, 0.8208], [-0.8074, -2.4466, -0.9820], [2.5209, 1.4745, 0.1356]], "forces_ev_per_angstrom": [[0.874, 0.521, 0.389], [0.589, -1.011, 0.039], [-5.044, -3.047, 0.774], [-2.019, -3.373, -1.807], [-3.190, -0.519, -0.470], [9.099, 4.669, 0.466], [1.074, -0.622, 0.128], [-1.911, 1.476, -0.716], [-1.536, 0.543, 0.019], [-0.087, 0.812, -0.079], [0.638, 1.613, -0.592], [-0.015, 1.268, 1.315], [1.620, -1.196, 0.660], [0.702, -0.792, -0.695], [0.106, 0.152, 0.722], [-0.899, -0.492, -0.154]]}

=====

# 5
{"formula": "C6H15ClGaI2N2O2P", "method": "ωB97M-V/def2-TZVPD", "charge": 2, "spin_multiplicity": 1, "homo_ev": -14.49, "de_lowest_kcal_mol": 0.0, "species": ["I", "I", "Ga", "P", "C", "C", "H", "H", "H", "C", "H", "H", "H", "H", "H", "H", "C", "O", "Cl", "C", "N", "C", "N", "O", "H", "H", "H", "H", "H", "H"], "coordinates": [[1.9433, -4.5248, -1.5034], [-0.6924, -4.6702, -0.8401], [0.1666, -0.1093, -0.1910], [0.0096, 0.5597, -2.3637], [-1.6063, 0.7401, -3.1147], [0.9059, 2.1138, -2.6010], [1.9251, -0.8308, -2.8685], [0.9756, -0.3462, -4.3221], [0.3950, -1.6717, -3.2221], [0.9144, -0.7037, -3.2826], [1.9241, 2.0572, -2.1827], [0.9718, 2.2737, -3.6880], [-1.4308, 1.0012, -4.1744], [-2.1633, 1.5487, -2.6097], [0.3546, 2.9518, -2.1441], [-2.1584, -0.2123, -3.0409], [-1.8315, -0.2702, -0.1322], [-2.9380, -0.0287, 0.1467], [2.3882, -0.1050, -0.1017], [-0.9644, 1.5848, 3.9662], [0.0359, 2.4194, 3.3125], [0.4526, 2.1176, 2.0823], [1.3668, 2.9214, 1.4799], [-0.0619, 1.1070, 1.4999], [-1.2578, 0.7839, 3.2903], [-1.8345, 2.1919, 4.2181], [-0.5424, 1.1672, 4.8811], [0.4095, 3.2390, 3.7937], [1.7486, 2.6335, 0.6080], [1.7804, 3.7087, 1.9575]], "forces_ev_per_angstrom": [[-0.701, 0.022, 0.177], [0.699, 0.302, -0.159], [3.118, 2.039, 1.550], [0.955, 0.448, -1.276], [-0.333, 0.048, 0.092], [0.017, 0.251, 0.020], [-0.313, 0.123, -0.145], [0.008, -0.318, 0.215], [0.116, 0.261, -0.172], [0.082, -0.136, -0.094], [-0.421, -0.061, -0.176], [0.027, 0.073, 0.299], [-0.288, -0.131, 0.412], [0.110, -0.310, -0.350], [0.212, -0.271, -0.191], [0.091, 0.395, -0.202], [-7.611, 0.469, 3.341], [5.840, -1.261, -2.026], [-1.209, -0.652, 0.223], [-0.179, 0.181, 0.579], [0.219, -0.196, -0.689], [0.703, 1.357, 0.428], [-0.900, -0.533, 0.617], [-0.343, -1.378, -1.984], [0.054, 0.176, 0.262], [0.022, -0.095, 0.004], [-0.106, -0.046, -0.076], [-0.185, -0.503, -0.266], [0.342, -0.105, -0.353], [-0.027, -0.150, -0.059]]}